Record 1
{
  "formula": "C21H25N7O2S2",
  "method": "ωB97M-V/def2-TZVPD",
  "spin_multiplicity": 1,
  "e_tot_ev": -58381.394,
  "largest_force_ev_per_a": 1.5,
  "smiles": "CN1CCN(c2nc3c(c(=O)n(C)c(=O)n3C)n2CCSc2nc3ccccc3s2)CC1",
  "elements": ["C", "N", "C", "C", "N", "C", "N", "C", "C", "C", "O", "N", "C", "C", "O", "N", "C", "N", "C", "C", "S", "C", "N", "C", "C", "C", "C", "C", "C", "S", "C", "C", "H", "H", "H", "H", "H", "H", "H", "H", "H", "H", "H", "H", "H", "H", "H", "H", "H", "H", "H", "H", "H", "H", "H", "H", "H"],
  "coordinates": [[3.8433, 5.0018, 0.7809], [3.1543, 3.9337, 1.4706], [3.6090, 2.6267, 1.0387], [2.9474, 1.5455, 1.8980], [1.5024, 1.6253, 1.7920], [0.8597, 1.0466, 0.7394], [-0.0751, 1.6678, 0.0301], [-0.5365, 0.7412, -0.8363], [0.1303, -0.4585, -0.6802], [-0.1114, -1.5868, -1.5112], [0.4644, -2.6627, -1.4851], [-1.1387, -1.3247, -2.4287], [-1.4914, -2.3844, -3.3578], [-1.8655, -0.1547, -2.5735], [-2.7559, -0.0655, -3.3924], [-1.5206, 0.9028, -1.7574], [-2.2280, 2.1596, -1.8548], [1.0386, -0.2543, 0.3569], [1.5905, -1.3586, 1.1020], [1.1112, -1.3961, 2.5585], [-0.5753, -0.7322, 2.7840], [-1.4537, -1.7199, 1.6651], [-1.0684, -2.8650, 1.2487], [-1.9459, -3.3980, 0.3496], [-1.8050, -4.6234, -0.2918], [-2.7851, -5.0236, -1.1751], [-3.8975, -4.2245, -1.4293], [-4.0550, -3.0007, -0.8061], [-3.0753, -2.5936, 0.0808], [-2.9863, -1.1193, 1.0076], [1.0376, 2.9506, 2.1637], [1.7114, 4.0323, 1.3221], [4.9130, 4.9126, 0.9649], [3.6707, 4.9887, -0.3066], [3.5002, 5.9565, 1.1758], [4.6937, 2.5755, 1.1604], [3.3668, 2.4389, -0.0253], [3.3045, 0.5649, 1.5893], [3.2092, 1.7126, 2.9466], [-0.9008, -3.2587, -3.0947], [-1.2726, -2.0693, -4.3782], [-2.5549, -2.6052, -3.2782], [-2.7353, 2.3695, -0.9130], [-2.9520, 2.0705, -2.6621], [-1.5210, 2.9622, -2.0627], [2.6858, -1.3390, 1.0884], [1.2635, -2.2631, 0.5816], [1.7170, -0.7594, 3.2019], [1.1235, -2.4201, 2.9264], [-0.9328, -5.2240, -0.0942], [-2.6888, -5.9715, -1.6826], [-4.6480, -4.5620, -2.1280], [-4.9095, -2.3739, -1.0070], [-0.0421, 2.9852, 2.0299], [1.2891, 3.0950, 3.2173], [1.3934, 5.0169, 1.6697], [1.3977, 3.9097, 0.2714]],
  "atomic_forces_ev_per_a": [[-0.016, -0.046, 0.016], [-0.003, -0.047, 0.023], [0.015, -0.161, 0.221], [0.395, 0.053, -0.283], [0.017, -0.108, 0.275], [-0.185, -0.459, -0.452], [-0.188, 0.387, -0.116], [0.833, -1.169, 0.431], [-0.444, 0.682, -0.256], [0.207, 0.199, 0.116], [0.150, -0.052, 0.004], [-0.048, -0.149, -0.110], [-0.098, -0.252, -0.174], [0.045, 0.079, 0.100], [-0.266, -0.021, -0.267], [0.031, 0.081, -0.014], [-0.172, 0.207, -0.074], [0.063, 0.574, -0.293], [0.235, -0.398, 0.300], [-0.472, 0.087, -0.058], [0.262, 0.162, 0.378], [-0.479, 0.110, -0.090], [0.710, -0.036, 0.545], [-0.939, 0.099, -0.522], [-0.052, 0.091, 0.016], [0.052, -0.110, 0.020], [-0.144, 0.067, -0.012], [-0.111, -0.043, -0.072], [0.316, -0.104, 0.203], [0.397, -0.341, 0.050], [-0.226, 0.352, -0.061], [-0.109, -0.108, 0.174], [0.057, 0.058, -0.037], [-0.004, 0.008, -0.031], [0.030, 0.082, -0.032], [-0.015, -0.031, -0.052], [0.049, 0.012, 0.034], [-0.017, -0.022, 0.060], [0.056, -0.074, -0.058], [-0.080, 0.088, -0.048], [-0.030, -0.032, 0.013], [0.083, 0.013, -0.032], [-0.018, 0.048, -0.025], [0.083, 0.040, 0.104], [-0.048, 0.026, 0.005], [-0.116, -0.030, -0.021], [0.147, 0.214, 0.122], [-0.021, -0.042, 0.069], [0.130, 0.026, -0.005], [0.118, -0.081, 0.006], [0.010, -0.088, -0.047], [-0.064, -0.027, -0.069], [-0.123, 0.029, -0.066], [0.053, 0.038, 0.099], [-0.038, 0.051, -0.024], [-0.041, 0.002, -0.026], [0.024, 0.064, 0.041]]
}

***

Record 2
{
  "formula": "C21H25NO",
  "method": "ωB97M-V/def2-TZVPD",
  "spin_multiplicity": 1,
  "e_above_lowest_kj_mol": 0.00,
  "largest_force_ev_per_a": 0.7,
  "smiles": "CC(C)c1ccc(/C=C/C(=O)NCCCc2ccccc2)cc1",
  "elements": ["C", "C", "C", "C", "C", "C", "C", "C", "C", "C", "O", "N", "C", "C", "C", "C", "C", "C", "C", "C", "C", "C", "C", "H", "H", "H", "H", "H", "H", "H", "H", "H", "H", "H", "H", "H", "H", "H", "H", "H", "H", "H", "H", "H", "H", "H", "H", "H"],
  "coordinates": [[-6.0669, -0.7293, 1.1859], [-5.6126, -0.3934, -0.2363], [-6.4372, 0.7608, -0.8110], [-4.1413, -0.0655, -0.2653], [-3.6265, 1.0146, 0.4455], [-2.2803, 1.3118, 0.4188], [-1.3899, 0.5364, -0.3269], [0.0381, 0.7921, -0.3860], [0.7179, 1.6881, 0.3355], [2.1860, 1.8623, 0.3331], [2.7696, 2.3507, 1.2854], [2.8343, 1.4614, -0.7870], [4.2699, 1.4887, -0.9105], [4.8669, 0.1062, -1.1764], [4.7329, -0.8515, 0.0140], [3.3236, -1.3167, 0.2581], [2.6537, -0.9881, 1.4293], [1.3641, -1.4364, 1.6554], [0.7260, -2.2273, 0.7162], [1.3864, -2.5653, -0.4531], [2.6744, -2.1136, -0.6786], [-1.9104, -0.5425, -1.0444], [-3.2582, -0.8377, -1.0100], [-5.9536, 0.1303, 1.8416], [-7.1137, -1.0250, 1.1858], [-5.4754, -1.5485, 1.5892], [-5.7780, -1.2761, -0.8645], [-6.1073, 0.9964, -1.8205], [-6.3326, 1.6532, -0.1992], [-7.4900, 0.4896, -0.8448], [-4.2883, 1.6355, 1.0311], [-1.9160, 2.1590, 0.9787], [0.5701, 0.1386, -1.0676], [0.2245, 2.3045, 1.0723], [2.3107, 1.0667, -1.5502], [4.5511, 2.1656, -1.7275], [4.6506, 1.8975, 0.0287], [5.9268, 0.2377, -1.4034], [4.3888, -0.3290, -2.0574], [5.3600, -1.7268, -0.1798], [5.1122, -0.3568, 0.9095], [3.1420, -0.3691, 2.1673], [0.8553, -1.1670, 2.5690], [-0.2809, -2.5764, 0.8926], [0.8990, -3.1890, -1.1897], [3.1873, -2.3940, -1.5889], [-1.2425, -1.1590, -1.6297], [-3.6332, -1.6818, -1.5721]],
  "atomic_forces_ev_per_a": [[0.034, -0.115, -0.237], [-0.127, 0.129, 0.118], [0.067, -0.250, -0.057], [0.051, -0.215, -0.163], [-0.009, -0.006, 0.012], [0.119, -0.063, -0.057], [-0.558, -0.177, -0.060], [0.601, 0.412, 0.128], [-0.402, -0.189, -0.054], [0.026, 0.009, -0.411], [0.014, 0.078, 0.317], [-0.014, -0.021, -0.246], [0.292, -0.027, -0.118], [-0.029, 0.185, 0.284], [0.013, 0.037, -0.256], [0.043, -0.095, 0.158], [0.062, -0.115, 0.011], [-0.057, -0.092, 0.066], [-0.093, -0.079, 0.080], [-0.073, -0.064, -0.074], [0.027, 0.026, -0.029], [0.218, 0.201, 0.110], [-0.181, 0.030, 0.047], [0.005, 0.101, 0.102], [-0.118, -0.016, 0.054], [0.021, -0.062, 0.098], [0.073, 0.065, 0.036], [-0.014, 0.076, -0.085], [-0.002, 0.126, 0.067], [-0.129, 0.025, -0.001], [-0.081, 0.078, 0.069], [0.031, 0.103, 0.066], [0.121, -0.066, -0.014], [-0.046, 0.055, 0.078], [-0.071, 0.078, 0.110], [0.021, -0.019, 0.154], [0.021, 0.010, -0.157], [-0.001, -0.011, -0.092], [0.068, -0.047, -0.090], [0.022, 0.036, 0.088], [0.063, -0.042, 0.033], [0.063, 0.098, 0.060], [-0.053, 0.045, 0.082], [-0.085, -0.024, 0.016], [-0.034, -0.059, -0.050], [0.060, -0.033, -0.090], [0.097, -0.047, -0.050], [-0.055, -0.071, -0.047]]
}

***

Record 3
{
  "formula": "C21H25NO3",
  "method": "ωB97M-V/def2-TZVPD",
  "spin_multiplicity": 1,
  "e_above_lowest_kj_mol": 2244.73,
  "largest_force_ev_per_a": 16.4,
  "elements": ["O", "C", "C", "C", "C", "C", "C", "C", "H", "H", "O", "C", "C", "O", "H", "C", "N", "C", "C", "C", "C", "C", "H", "H", "H", "H", "H", "H", "H", "H", "H", "H", "H", "H", "H", "H", "H", "H", "H", "C", "C", "C", "C", "C", "C", "H", "H", "H", "H", "H"],
  "coordinates": [[-5.1214, -2.2853, 0.4322], [-4.4977, -1.2098, 0.1734], [-3.0229, -0.9620, 0.0308], [-2.4570, 0.0655, 0.4363], [-1.1108, 0.0113, 0.2151], [-0.4576, -0.9631, -0.0976], [-1.1586, -2.1672, -0.3769], [-2.4570, -2.1079, -0.5507], [-3.0095, -3.0026, -0.8162], [-0.4467, -2.9068, -0.9393], [0.8871, -0.6879, -0.2839], [1.5896, 0.3539, -0.0392], [3.1796, -0.2258, -0.3979], [3.2963, -0.2371, -1.6217], [2.5946, -0.9989, -2.0099], [3.9839, 1.1361, 0.1782], [5.4986, 0.7505, 0.2566], [5.7845, 0.0661, 1.4441], [7.4273, 0.3532, 1.5499], [8.0657, -0.1872, 0.5076], [7.5825, 0.5438, -0.9234], [5.9990, 0.5087, -0.8355], [5.7650, 1.1174, -1.7852], [5.7976, -0.5903, -1.0128], [8.1232, 0.3545, -1.9756], [7.9607, 1.6256, -0.7131], [9.1784, -0.2855, 0.5404], [7.9437, -1.1378, 0.2030], [7.5180, -0.3723, 2.6068], [7.5937, 1.2550, 1.8745], [5.2778, 0.6076, 2.1763], [5.5406, -0.9740, 1.1066], [3.9635, 1.9347, -0.7353], [3.6743, 1.4899, 0.9614], [3.4376, -0.9853, 0.3097], [1.3992, 1.3348, -0.4713], [1.6186, 0.4659, 0.9641], [-0.6464, 1.1092, 0.9674], [-3.0842, 0.9694, 0.8984], [-5.5791, 0.1694, 0.1712], [-5.0421, 0.9950, -0.6365], [-6.0643, 2.2668, -0.6504], [-7.1639, 2.2594, -0.0802], [-7.4665, 1.1334, 0.7775], [-6.7318, 0.2056, 0.7631], [-6.7342, -0.7353, 1.4801], [-8.2291, 1.2444, 1.3936], [-7.5537, 3.0372, -0.1423], [-5.6341, 3.0803, -1.6763], [-4.3742, 1.0477, -1.3686]],
  "atomic_forces_ev_per_a": [[3.300, 3.084, -1.268], [-6.179, -0.555, 2.628], [-8.466, -7.864, -3.057], [0.647, 7.337, 2.837], [-3.453, 14.041, 7.712], [5.873, -5.088, -2.436], [6.433, -1.524, -3.670], [-0.583, -0.789, 1.377], [-0.305, 0.469, -0.152], [-1.638, 0.647, 1.509], [-3.370, -7.765, -3.021], [5.273, 1.479, 0.190], [-3.109, 7.697, 9.423], [-1.414, -4.769, -9.943], [2.646, 2.867, 1.166], [5.571, -4.846, -12.495], [-8.705, 7.879, 8.881], [4.046, 0.294, -3.173], [-6.820, -6.948, 7.967], [5.300, 0.332, -8.159], [1.989, 2.351, 1.770], [6.738, -3.919, -11.644], [-0.747, -0.796, 1.704], [0.087, -0.260, -1.395], [-1.514, -0.541, 2.524], [-0.995, -1.271, -0.504], [-0.382, 1.132, 0.254], [-1.645, -3.864, 0.061], [0.703, 1.866, -2.550], [0.838, 5.154, 1.266], [-0.903, -0.177, 1.784], [0.375, -0.313, 1.788], [-0.311, -1.777, 2.278], [-3.313, 3.568, 8.665], [-0.037, -1.382, -0.058], [-0.290, -0.139, -0.854], [0.174, 1.088, 3.788], [-0.455, -3.343, -3.084], [1.897, -2.159, -1.026], [9.058, -6.549, -2.434], [-6.345, 7.971, 0.077], [11.383, -1.048, -8.852], [1.293, -10.706, 4.327], [-6.068, 11.134, -2.391], [4.471, -13.538, 5.792], [-1.084, 1.792, -1.234], [-3.707, 0.178, 2.571], [-7.800, 11.868, -0.511], [-1.780, -1.957, 3.737], [3.327, -0.338, -2.165]]
}

***

Record 4
{
  "formula": "C21H25NO6",
  "method": "ωB97M-V/def2-TZVPD",
  "spin_multiplicity": 1,
  "e_above_lowest_kj_mol": 72.20,
  "largest_force_ev_per_a": 1.0,
  "smiles": "CCCc1cc(=O)oc2c(C)c(OCC(=O)N3CCC(C(=O)O)CC3)ccc12",
  "elements": ["C", "C", "C", "C", "C", "C", "O", "O", "C", "C", "C", "C", "O", "C", "C", "O", "N", "C", "C", "C", "C", "O", "O", "C", "C", "C", "C", "C", "H", "H", "H", "H", "H", "H", "H", "H", "H", "H", "H", "H", "H", "H", "H", "H", "H", "H", "H", "H", "H", "H", "H", "H", "H"],
  "coordinates": [[-4.6674, 2.3267, 2.5402], [-3.6578, 2.5457, 1.4211], [-2.2178, 2.3850, 1.9276], [-1.2362, 2.5823, 0.8147], [-0.6070, 3.7681, 0.6535], [0.3211, 4.0260, -0.4240], [0.9101, 5.0635, -0.6118], [0.5441, 2.9989, -1.3010], [-0.0560, 1.7933, -1.1685], [0.2927, 0.8183, -2.1048], [1.2760, 1.1093, -3.1966], [-0.2654, -0.4579, -1.9829], [0.2087, -1.3828, -2.8658], [-0.2043, -2.7264, -2.7485], [0.0031, -3.3953, -1.3819], [-0.8881, -4.0890, -0.9236], [1.1751, -3.2192, -0.7440], [2.3283, -2.4718, -1.1859], [2.5304, -1.2277, -0.3171], [2.5886, -1.5866, 1.1755], [2.5328, -0.2841, 1.9476], [1.5542, 0.4040, 2.0607], [3.7147, 0.0407, 2.4751], [1.3907, -2.4636, 1.5530], [1.3004, -3.6733, 0.6269], [-1.2044, -0.7234, -0.9853], [-1.5411, 0.2536, -0.0772], [-0.9679, 1.5265, -0.1304], [-4.5053, 3.0386, 3.3464], [-5.6809, 2.4554, 2.1678], [-4.5767, 1.3221, 2.9478], [-3.7769, 3.5509, 1.0111], [-3.8452, 1.8361, 0.6129], [-2.0329, 3.1288, 2.7041], [-2.0893, 1.3968, 2.3707], [-0.7652, 4.5913, 1.3326], [2.2503, 0.6868, -2.9521], [0.9402, 0.6576, -4.1269], [1.3858, 2.1814, -3.3251], [-1.2705, -2.8333, -2.9857], [0.3715, -3.2685, -3.5058], [3.2043, -3.1268, -1.0948], [2.2212, -2.1797, -2.2287], [1.6980, -0.5398, -0.4685], [3.4520, -0.7253, -0.6149], [3.5281, -2.0956, 1.4061], [3.6663, 0.8942, 2.9361], [0.4806, -1.8671, 1.4621], [1.4819, -2.7978, 2.5872], [2.1988, -4.2927, 0.7172], [0.4227, -4.2769, 0.8615], [-1.6641, -1.6943, -0.9042], [-2.2523, 0.0168, 0.6964]],
  "atomic_forces_ev_per_a": [[0.067, 0.038, -0.224], [-0.008, -0.079, 0.245], [-0.148, 0.108, -0.228], [0.297, 0.584, 0.148], [-0.301, -0.407, 0.174], [0.250, 0.698, 0.032], [-0.200, -0.408, 0.038], [0.153, -0.028, -0.195], [-0.468, -0.847, 0.149], [-0.001, 0.024, -0.069], [-0.089, 0.029, 0.034], [-0.118, 0.542, 0.257], [0.056, 0.283, 0.010], [-0.273, -0.254, -0.064], [-0.004, -0.006, -0.283], [-0.317, -0.063, -0.082], [0.217, -0.091, 0.206], [0.250, 0.369, -0.194], [0.086, -0.172, -0.035], [-0.207, 0.214, 0.031], [-0.190, -0.132, -0.054], [-0.167, 0.091, 0.010], [0.753, 0.057, 0.242], [0.182, -0.085, -0.072], [-0.310, -0.049, 0.363], [0.020, -0.337, -0.243], [0.224, 0.356, -0.062], [0.224, -0.151, -0.411], [-0.020, 0.055, 0.122], [-0.119, -0.007, 0.048], [-0.028, -0.101, 0.085], [0.029, -0.029, -0.084], [0.004, 0.054, -0.072], [0.036, -0.050, 0.038], [0.020, -0.021, 0.082], [0.004, 0.057, 0.057], [0.137, -0.024, -0.041], [0.057, 0.004, -0.076], [0.074, 0.006, -0.067], [0.198, -0.004, 0.118], [-0.092, 0.046, 0.099], [-0.042, 0.030, -0.070], [0.069, -0.084, 0.078], [0.052, -0.003, -0.007], [0.017, 0.059, -0.034], [-0.044, -0.002, -0.019], [-0.278, -0.106, -0.152], [-0.024, -0.027, 0.026], [-0.037, 0.006, 0.055], [-0.027, -0.033, -0.019], [0.201, 0.027, -0.015], [-0.069, -0.127, 0.011], [-0.098, -0.014, 0.114]]
}